[1]
Below is C10H26F6O11V as an isolated structure at a distorted geometry, with properties calculated with ωB97M-V/def2-TZVPD.

Output
Lowest unoccupied orbital energy (alpha / beta) (eV): -0.567 / -0.435
HOMO energy (alpha / beta) (eV): -9.30 / -9.37
ΔE to the lowest compared entry with this formula, charge and spin (kcal per mole): 0.0
Orbital gap (alpha / beta) (eV): 8.729 / 8.936
⟨S²⟩: 0.797
Largest force on an atom (eV/A): 5.1

Geometry as ORCA input:
```
! RIJCOSX wB97M-V def2-TZVPD def2/J DEFGRID3
* xyz 0 2
O 0.99118 -0.57591 -0.71991
V -0.57056 -0.15991 -0.87131
C -0.03340 1.37642 2.07223
O 1.34601 1.03058 2.09134
O -0.60903 0.66126 1.11369
C -0.56694 1.17568 3.49005
F -0.86511 -0.13636 3.69443
F 0.31220 1.49131 4.44623
F -1.71002 1.82582 3.73689
C 2.24745 1.87425 1.41799
C 3.64362 1.28487 1.55955
H 3.98552 1.05978 2.56671
H 3.56458 0.34431 1.01269
H 4.35587 1.95878 1.08347
H 2.12927 2.92427 1.71490
H 2.07670 1.88650 0.33021
H -0.13074 2.46252 1.86670
C -1.59000 -0.15330 -3.95838
O -2.83300 0.43732 -3.53018
O -0.78063 -0.41319 -2.93583
C -1.98250 -1.34986 -4.82646
F -2.93440 -2.10165 -4.23776
F -2.48023 -0.94278 -6.00337
F -0.92033 -2.12439 -5.03846
C -2.79824 1.83710 -3.39507
C -4.16581 2.43377 -3.63707
H -4.84318 2.00685 -2.89548
H -4.12539 3.51436 -3.48196
H -4.56041 2.29128 -4.64121
H -2.02889 2.29359 -4.03565
H -2.44094 2.20607 -2.42406
H -1.07463 0.56225 -4.61769
O -0.99700 -2.03932 0.21272
H -1.69984 -1.92768 0.86455
H -0.95592 -2.98372 0.02385
O 1.89070 -3.63446 -1.55693
H 2.79479 -3.80338 -1.83684
H 1.97622 -3.07732 -0.77390
O -2.77388 -0.15470 -0.90879
H -2.99734 -0.15289 -1.87235
H -3.61183 -0.20813 -0.44109
O -0.14688 1.93146 -1.39108
H 0.10798 2.04072 -2.31690
H -0.32902 2.81321 -1.05252
C 2.70560 -2.51252 4.76866
C 2.30980 -1.35077 3.92121
O 2.29379 -1.74367 2.55924
O 3.99636 -3.01748 4.54097
H 1.96121 -3.29333 4.53831
H 2.57293 -2.37399 5.84034
H 2.95357 -0.46765 4.04786
H 1.34418 -0.90609 4.16920
H 1.87587 -0.98467 2.12275
H 4.12068 -3.13519 3.59354
*
```

These are the Mulliken partial charges, in e, on atoms 1 to 4:
1. O -0.41
2. V 0.81
3. C -0.19
4. O 0.22

[2]
Below is a 2-piece molecular cluster, C10H26FN2O2 overall at a distorted geometry, with properties calculated with ωB97M-V/def2-TZVPD.

Output
Lowest unoccupied orbital energy (eV): -2.835
HOMO energy (eV): -11.96
Orbital gap (eV): 9.127
Largest force on an atom (eV/A): 1.6

Geometry as ORCA input:
```
! RIJCOSX wB97M-V def2-TZVPD def2/J DEFGRID3
* xyz 1 1
C 2.15676 2.77260 -0.85617
C 1.78916 2.10312 -2.23790
C 1.11947 0.72340 -1.95958
F 1.88764 -0.37568 -2.36012
C -0.30732 0.59333 -2.60718
O -1.22489 0.83044 -1.54393
C -2.30993 1.67776 -1.94063
C -3.01572 2.35836 -0.70783
N -4.00879 3.32760 -1.27936
H 2.84111 3.61146 -1.10076
H 1.26681 3.17402 -0.33413
H 2.68103 2.04210 -0.20781
H 2.75825 1.93910 -2.74961
H 1.16020 2.78325 -2.83874
H 1.01562 0.63720 -0.85428
H -0.37257 1.34417 -3.41941
H -0.41562 -0.42183 -3.04472
H -1.94567 2.52359 -2.56986
H -3.04416 1.07706 -2.51782
H -2.25846 2.91474 -0.12975
H -3.60832 1.63904 -0.11608
H -3.44657 4.10622 -1.61384
H -4.40359 2.83203 -2.07715
C 2.20630 -2.52796 1.69189
C 1.06067 -1.53084 1.77195
C 0.18500 -1.68882 3.01727
O -0.65439 -2.82470 2.88176
C -0.15839 -4.02195 3.49228
N 0.16212 -1.74955 0.59107
H 1.86145 -3.54190 1.48334
H 2.90067 -2.25155 0.89503
H 2.76786 -2.54345 2.62546
H 1.44885 -0.51384 1.70135
H -0.48323 -0.82477 3.08473
H 0.77443 -1.70947 3.93502
H 0.51324 -3.81436 4.32585
H 0.35540 -4.63340 2.74725
H -1.01135 -4.58888 3.86163
H 0.66838 -1.88482 -0.28819
H -0.50240 -0.97743 0.46878
H -0.40902 -2.58540 0.78017
*
```

These are the Mulliken partial charges, in e, on atoms 1 to 4:
1. C -1.09
2. C -0.62
3. C 1.06
4. F -0.41

[3]
Below is C10H26InO10P2 as an isolated structure at a distorted geometry, with properties calculated with ωB97M-V/def2-TZVPD.

Output
Lowest unoccupied orbital energy (eV): -16.497
HOMO energy (eV): -18.74
ΔE to the lowest compared entry with this formula, charge and spin (kcal per mole): 8.8
Orbital gap (eV): 2.247
Largest force on an atom (eV/A): 3.0

Geometry as ORCA input:
```
! RIJCOSX wB97M-V def2-TZVPD def2/J DEFGRID3
* xyz 3 1
In -9.58400 29.93741 -10.90529
C -5.64005 34.87779 -10.39944
O -6.68778 33.91823 -10.36779
P -8.05208 33.96646 -11.14952
O -8.74295 32.65711 -11.07008
O -7.77136 34.51055 -12.60505
C -6.85982 33.72016 -13.44076
O -8.85657 35.18631 -10.48009
C -9.35619 34.98689 -9.14425
H -5.98879 35.91440 -10.33248
H -5.06163 34.81381 -11.32600
H -4.97941 34.71391 -9.55297
H -7.42514 33.36720 -14.30299
H -6.45392 32.82371 -12.97071
H -6.09450 34.44005 -13.71467
H -9.48927 33.93436 -8.89990
H -10.31665 35.50745 -9.16034
H -8.73904 35.45160 -8.37003
C -12.81109 26.78202 -7.97533
O -11.77523 27.52797 -7.28958
P -10.23920 27.38479 -7.63047
O -9.69304 28.07389 -8.83900
O -9.95742 25.82201 -7.62350
C -10.16165 25.02938 -6.42686
O -9.52261 27.90333 -6.30472
C -9.82442 29.21110 -5.80213
H -13.55649 27.49387 -8.32354
H -13.28945 26.13374 -7.23902
H -12.42422 26.16867 -8.78637
H -10.39837 24.01883 -6.75050
H -10.97641 25.40331 -5.80543
H -9.20745 25.07565 -5.89008
H -8.87465 29.73806 -5.68297
H -10.28969 29.17916 -4.81489
H -10.46400 29.77555 -6.47959
O -10.48645 31.40845 -13.32399
C -10.72717 32.32663 -14.09900
O -10.54986 32.23956 -15.39625
C -10.16067 31.01711 -16.00861
C -9.75776 31.24275 -17.42444
C -11.27676 33.64596 -13.60903
H -10.98670 30.28746 -15.98435
H -9.36567 30.52546 -15.42179
H -10.51257 31.68859 -18.08515
H -9.47892 30.29848 -17.89227
H -8.93450 31.96540 -17.47973
H -12.03365 33.96769 -14.32761
H -10.52624 34.42653 -13.50923
H -11.76792 33.44266 -12.66089
*
```

These are the Mulliken partial charges, in e, on atoms 1 to 4:
1. In 1.45
2. C -0.63
3. O -0.24
4. P 0.81

[4]
Below is a 3-piece molecular cluster, C10H26O5P overall at a distorted geometry, with properties calculated with ωB97M-V/def2-TZVPD.

Output
Lowest unoccupied orbital energy (eV): 2.677
HOMO energy (eV): -2.20
Orbital gap (eV): 4.882
Largest force on an atom (eV/A): 5.3

Geometry as ORCA input:
```
! RIJCOSX wB97M-V def2-TZVPD def2/J DEFGRID3
* xyz -1 1
C 5.57883 1.67671 0.83113
C 4.16318 2.06519 1.57149
P 2.75874 0.96162 0.81035
O 1.92613 0.41777 2.04014
O 3.52155 -0.26354 -0.16413
O 1.72490 1.94449 -0.21836
H 6.01147 0.73334 1.40843
H 6.41834 2.51559 0.94898
H 5.48073 1.47872 -0.31959
H 4.29040 1.80671 2.70767
H 3.09358 -1.16365 -0.06247
H 1.23629 2.60262 0.36481
C -3.45137 2.05073 -1.03686
C -2.18727 2.58090 -0.38026
O -2.44030 3.49984 0.67959
C -3.19877 3.00500 1.78070
C -2.54780 1.82434 2.48113
H -4.05762 2.87880 -1.42557
H -3.19965 1.37917 -1.86418
H -4.07399 1.49462 -0.33315
H -1.60234 3.12123 -1.13141
H -1.55291 1.76218 -0.02749
H -4.21657 2.76175 1.45853
H -3.29182 3.83103 2.49529
H -2.43587 0.96475 1.81606
H -3.15148 1.50973 3.33753
H -1.54791 2.09455 2.83729
C 0.09803 -1.49589 -1.71213
C 0.56207 -2.81402 -2.30992
O 0.94598 -3.77729 -1.33193
C -0.06051 -4.17467 -0.40368
C -1.27698 -4.80223 -1.06300
H 0.88470 -1.06318 -1.08107
H -0.15019 -0.78283 -2.50508
H -0.78806 -1.62127 -1.08662
H 1.44492 -2.62640 -2.92935
H -0.19730 -3.23385 -2.97645
H -0.34611 -3.32751 0.22847
H 0.39977 -4.91367 0.26238
H -1.78302 -4.10564 -1.73563
H -1.99864 -5.12111 -0.30514
H -0.98316 -5.67464 -1.65646
*
```

These are the Mulliken partial charges, in e, on atoms 1 to 4:
1. C -0.64
2. C -0.71
3. P 0.98
4. O -0.74

Question: What is the formula in the fourth record?
Answer: C10H26O5P